# 1
C5H11NO | ωB97M-V with the def2-TZVPD basis set

Summary:
Energy above the lowest of the compared OMol25 structures with the same formula, charge and spin, kcal/mol: 56.9
Kohn-Sham gap, eV: 8.882
DFT total energy, Ha: -327.040676
LUMO, eV: 0.762
E_HOMO, eV: -8.120
Total charge: 0

Last column: Mulliken charge in e.
Positions of all 18 atoms, in Å:
C (1.03610, -1.63591, 1.80771)  -1.16
N (0.25344, 0.61849, 0.30314)  -0.44
C (1.40992, -0.09493, -0.10626)  0.51
C (1.72821, -1.21023, 0.55738)  -0.26
C (1.27959, 0.78380, -2.45226)  -0.78
C (1.90817, 0.14898, -1.47185)  -0.17
H (-0.03323, -1.74328, 1.72009)  0.29
H (1.35956, -2.61845, 2.14899)  0.35
H (1.30316, -0.94195, 2.59278)  0.30
H (0.40152, 1.00523, 1.22208)  0.21
H (-0.29599, 1.18244, -0.31458)  0.17
H (2.50793, -1.83228, 0.14162)  0.29
H (0.34601, 1.29442, -2.21450)  0.15
H (1.73397, 1.33167, -3.27274)  0.27
H (2.90806, -0.25527, -1.59989)  0.27
H (-5.34930, 1.10976, 0.74555)  0.32
H (-6.52537, 1.12060, -0.15506)  0.32
O (-5.97174, 1.73692, 0.34780)  -0.64


# 2
CH2BrCl2OP | ωB97M-V with the def2-TZVPD basis set

Summary:
Energy above the lowest of the compared OMol25 structures with the same formula, charge and spin, kcal/mol: 11.5
Kohn-Sham gap, eV: 10.513
DFT total energy, Ha: -3950.347291
LUMO, eV: 0.255
E_HOMO, eV: -10.258
Total charge: 0

Last column: Mulliken charge in e.
Positions of all 8 atoms, in Å:
C (-0.45446, -0.59669, -0.65861)  -0.72
O (-2.50236, -0.59850, 1.62192)  -0.51
P (-2.25533, -0.10536, 0.27434)  0.88
Cl (-3.51934, -0.94142, -0.91174)  -0.17
Cl (-2.44459, 1.88680, 0.11330)  -0.20
Br (-0.05837, -2.18803, 0.36902)  -0.05
H (-0.85770, -0.79590, -1.61434)  0.40
H (0.35627, 0.13751, -0.39875)  0.36


# 3
C31H28Br2IN5O6SiW | ωB97M-V with the def2-TZVPD basis set

Summary:
Energy above the lowest of the compared OMol25 structures with the same formula, charge and spin, kcal/mol: 30.0
Kohn-Sham gap (alpha / beta), eV: 5.572 / 5.577
DFT total energy, Ha: -7725.860030
LUMO (alpha / beta), eV: -0.773 / -0.773
E_HOMO (alpha / beta), eV: -6.345 / -6.350
Total charge: 0

Last column: Mulliken charge in e.
Positions of all 75 atoms, in Å:
W (-0.00385, 0.15848, 0.43833)  1.63
O (-4.47815, 2.98957, 3.71420)  -0.57
C (-3.54848, 2.35499, 2.97134)  0.68
C (-3.72944, 1.07116, 2.46795)  -1.08
C (-2.72745, 0.49877, 1.71893)  0.36
N (-1.53309, 1.09789, 1.54521)  1.26
C (-1.39272, 2.37515, 1.96805)  0.65
C (-2.37005, 3.03501, 2.66716)  -0.82
C (-0.03223, 2.88359, 1.60559)  -0.39
O (0.30063, 4.04751, 1.63120)  -0.75
O (0.72087, 1.87881, 1.24970)  -0.41
C (-2.82497, -0.71070, 0.86144)  0.43
O (-3.75070, -1.48382, 0.85685)  -0.72
O (-1.77982, -0.78943, 0.07105)  -1.22
H (-5.21602, 2.39879, 3.89829)  0.32
H (-4.65703, 0.52807, 2.60455)  0.48
H (-2.21720, 4.05744, 2.98222)  0.59
C (-3.40466, 1.77218, -1.08019)  -1.61
C (-2.03216, 2.30553, -1.38008)  0.63
C (-1.89497, 3.52753, -2.00012)  -0.89
C (-0.62041, 3.98751, -2.33327)  -1.12
C (0.47283, 3.20637, -2.07680)  -0.88
C (0.29136, 1.97116, -1.42009)  0.55
N (-0.95823, 1.55171, -1.06052)  0.30
N (1.22392, 1.07865, -1.06309)  0.28
Si (2.91366, 1.31021, -1.47231)  -0.23
C (2.95416, 1.08938, -3.35720)  -1.04
C (3.63465, 2.95545, -0.87861)  -1.30
C (4.06323, 0.01208, -0.73257)  -0.87
H (-4.10708, 2.10670, -1.84187)  0.62
H (-3.76101, 2.14324, -0.11637)  0.16
H (-3.40838, 0.68574, -1.05431)  0.24
H (-2.77151, 4.11852, -2.22553)  0.52
H (-0.49266, 4.95282, -2.80604)  0.44
H (1.46744, 3.52808, -2.33955)  0.36
H (2.24325, 1.73618, -3.87438)  0.35
H (2.70135, 0.05610, -3.60756)  0.25
H (3.94739, 1.29518, -3.76268)  0.42
H (3.24270, 3.83333, -1.39140)  0.42
H (4.71743, 2.95154, -1.02326)  0.41
H (3.43551, 3.09408, 0.18593)  0.36
H (3.94689, -0.97395, -1.18609)  0.22
H (3.92558, -0.07340, 0.34358)  0.09
H (5.09529, 0.33197, -0.89116)  0.59
C (-0.91692, -1.03640, -2.78386)  -1.13
C (0.12195, -1.87323, -2.11291)  0.45
C (0.62378, -3.01756, -2.73644)  -1.18
C (1.57250, -3.80827, -2.13784)  -1.43
C (2.07640, -3.41591, -0.88819)  1.26
C (3.06227, -4.09690, -0.13976)  0.07
Br (3.76399, -5.73694, -0.78434)  -0.22
C (3.52569, -3.60801, 1.05120)  -0.32
C (3.03250, -2.39888, 1.55317)  0.44
Br (3.67156, -1.72606, 3.19301)  -0.18
C (2.07533, -1.68118, 0.86364)  -0.14
O (1.61739, -0.49254, 1.23484)  -0.31
C (1.56946, -2.21601, -0.34250)  -0.69
N (0.56533, -1.47936, -0.91611)  1.39
H (-1.17117, -1.45673, -3.75573)  0.66
H (-0.54207, -0.02319, -2.92066)  -0.06
H (-1.81512, -0.98871, -2.17020)  0.04
H (0.25314, -3.28064, -3.71701)  0.51
H (1.93993, -4.69957, -2.62541)  0.43
H (4.28946, -4.14171, 1.59792)  0.51
I (0.24468, 0.01719, 3.87751)  0.08
C (-0.88378, -1.58006, 3.05238)  -0.14
C (-1.87744, -2.20303, 3.78578)  -0.51
C (-2.49915, -3.30449, 3.22600)  -0.32
C (-2.00085, -3.79695, 2.02604)  -0.97
C (-0.97361, -3.13510, 1.39786)  -0.06
N (-0.43900, -1.98332, 1.85147)  0.50
H (-2.14906, -1.82156, 4.75890)  0.50
H (-3.35281, -3.76199, 3.70598)  0.42
H (-2.41083, -4.69118, 1.57929)  0.44
H (-0.55942, -3.50690, 0.46948)  0.31


# 4
C5H10NO | ωB97M-V with the def2-TZVPD basis set

Summary:
Energy above the lowest of the compared OMol25 structures with the same formula, charge and spin, kcal/mol: 30.4
Kohn-Sham gap, eV: 11.647
DFT total energy, Ha: -326.233324
LUMO, eV: -3.605
E_HOMO, eV: -15.253
Total charge: +1

Last column: Mulliken charge in e.
Positions of all 17 atoms, in Å:
O (1.42596, -2.17953, 0.49216)  -0.50
C (0.49292, -1.71624, 1.11756)  0.04
C (0.20347, -0.26563, 0.97852)  -0.10
N (1.24208, 0.35240, -0.03126)  -0.10
C (0.44076, 0.94124, -1.14090)  -0.65
C (-1.10747, 0.81073, -0.87863)  -0.46
C (-1.19176, -0.13130, 0.37735)  -0.83
H (-0.21672, -2.39483, 1.59641)  0.44
H (0.23558, 0.30483, 1.90388)  0.42
H (1.88638, 1.04824, 0.33399)  0.34
H (1.70537, -0.55191, -0.24979)  0.40
H (0.61025, 1.99428, -1.18370)  0.33
H (0.75205, 0.53154, -2.11219)  0.33
H (-1.68298, 0.32003, -1.64357)  0.34
H (-1.38863, 1.84234, -0.62400)  0.27
H (-1.51870, -1.04760, -0.10475)  0.32
H (-1.88854, 0.14139, 1.16892)  0.41


# 5
C19H28N4O4S | ωB97M-V with the def2-TZVPD basis set

Summary:
Energy above the lowest of the compared OMol25 structures with the same formula, charge and spin, kcal/mol: 359.3
Kohn-Sham gap, eV: 8.528
DFT total energy, Ha: -1658.459093
LUMO, eV: 0.292
E_HOMO, eV: -8.236
Total charge: 0

Last column: Mulliken charge in e.
Positions of all 56 atoms, in Å:
C (-6.89784, -1.40271, 1.37751)  -1.15
C (-6.12378, -0.13368, 0.82638)  -0.27
H (-6.12721, 0.73129, 1.58832)  0.34
H (-6.71888, 0.26074, -0.08029)  0.30
O (-4.89885, -0.60266, 0.34429)  -0.28
C (-4.23764, 0.50137, 0.08437)  0.56
O (-4.69902, 1.58694, 0.06207)  -0.58
C (-2.85096, 0.15861, -0.39528)  0.36
C (-1.83113, 0.88068, -0.88219)  -0.64
C (-0.58513, -0.00783, -0.96185)  -0.03
C (-0.90083, -1.09238, -0.52004)  1.93
N (-0.03159, -2.15630, -0.65854)  -0.64
C (1.27403, -2.07475, -1.14258)  0.18
N (1.60818, -0.60172, -1.42084)  -0.55
C (0.68728, 0.28494, -1.54389)  0.95
N (1.02514, 1.47064, -1.73929)  0.01
H (0.50926, 2.11533, -1.64669)  -0.12
C (2.45880, 1.78969, -1.86256)  -1.27
H (3.15986, 1.01638, -1.96331)  0.60
H (2.66971, 2.38431, -2.78087)  0.34
C (2.83147, 2.78290, -0.87740)  -0.65
N (2.10703, 2.47487, 0.59926)  0.42
C (1.94599, 3.59288, 1.40700)  -1.48
C (3.10843, 4.26704, 2.08859)  -1.24
H (3.76689, 4.81601, 0.87159)  0.11
H (2.92353, 5.04371, 2.55668)  0.72
H (3.80966, 3.36022, 2.49254)  0.17
H (1.39522, 3.24417, 2.14484)  0.79
H (1.24450, 4.16110, 0.92376)  0.79
C (2.86995, 1.17436, 1.13607)  -1.05
C (1.86811, 0.59750, 1.93350)  -1.36
H (1.66865, 0.99831, 2.78976)  0.75
H (0.92840, 0.40937, 1.50638)  0.23
H (2.21834, -0.62953, 2.20105)  0.00
H (3.71553, 1.40582, 1.62935)  0.88
H (3.16976, 0.73377, 0.30314)  0.36
H (4.00261, 2.82511, -0.87840)  0.15
H (2.52526, 3.81528, -0.76076)  0.70
C (2.31481, -2.89440, -1.04338)  -0.76
C (3.31454, -2.37035, -0.01715)  0.77
O (4.30125, -1.69668, -0.16354)  -0.53
O (3.24931, -3.13040, 1.26087)  -0.38
C (4.25488, -2.91712, 2.04313)  -0.66
H (5.27107, -3.44923, 1.77853)  0.22
H (3.88604, -3.23544, 2.87548)  0.38
H (4.61817, -1.85526, 2.08013)  0.26
H (2.00310, -4.00295, -0.70180)  0.26
H (2.88019, -3.13572, -2.02782)  0.34
S (-2.42661, -1.45040, -0.06883)  -0.38
C (-1.98198, 2.37581, -1.06406)  -2.00
H (-2.82641, 2.72676, -0.96032)  0.82
H (-1.59814, 2.51977, -2.21780)  0.32
H (-0.95921, 2.92954, -0.59460)  0.08
H (-7.91603, -1.28240, 1.65318)  0.42
H (-6.80277, -2.21483, 0.61766)  0.28
H (-6.38907, -1.70580, 2.37060)  0.26


# 6
C18H25N4O3 | ωB97M-V with the def2-TZVPD basis set

Summary:
Energy above the lowest of the compared OMol25 structures with the same formula, charge and spin, kcal/mol: 30.1
Kohn-Sham gap, eV: 6.637
DFT total energy, Ha: -1145.369648
LUMO, eV: -4.823
E_HOMO, eV: -11.460
Total charge: +1

Last column: Mulliken charge in e.
Positions of all 50 atoms, in Å:
N (2.97213, -1.14766, 2.48829)  -0.40
C (3.93842, -1.62363, 1.53599)  0.38
O (3.97497, -2.79128, 1.22696)  -0.51
C (4.85549, -0.55490, 0.96566)  -0.54
C (4.23252, 0.27736, -0.18633)  -1.12
C (2.83887, 0.74757, 0.05283)  0.56
C (2.50856, 2.07250, 0.41727)  -0.70
N (1.33464, 2.57301, 0.64010)  -0.69
N (0.33160, 1.72326, 0.54807)  0.34
C (0.52776, 0.45377, 0.24793)  0.57
C (-0.67780, -0.41398, 0.22117)  0.03
C (-1.39560, -0.69268, 1.38473)  -0.48
C (-2.48119, -1.52657, 1.24852)  -0.36
N (-2.94954, -2.07112, 0.13692)  -0.55
C (-2.26196, -1.80308, -0.96921)  -0.40
C (-1.13734, -1.00714, -0.93103)  -0.27
C (1.75510, -0.11154, -0.03601)  -0.36
H (2.16895, -1.76652, 2.47551)  0.23
H (3.35678, -1.12467, 3.42709)  0.25
H (5.12989, 0.11873, 1.78209)  0.37
H (5.72919, -1.07036, 0.56888)  0.35
H (4.20057, -0.35265, -1.08233)  0.38
H (4.90564, 1.10026, -0.43470)  0.50
H (3.33852, 2.76742, 0.52509)  0.50
H (-0.60410, 2.07139, 0.74289)  0.34
H (-1.10320, -0.27760, 2.34116)  0.50
H (-3.02021, -1.76837, 2.16327)  0.36
H (-2.59033, -2.23719, -1.90954)  0.44
H (-0.59354, -0.84404, -1.85944)  0.41
H (1.87674, -1.15169, -0.30597)  0.72
C (0.67045, 5.48494, 1.43904)  -0.46
C (-0.27278, 6.05123, 2.47305)  0.78
O (-1.11025, 5.35036, 2.99392)  -0.56
C (-0.12776, 7.50943, 2.82400)  -1.14
H (0.44667, 4.43524, 1.29629)  -0.10
H (0.54288, 6.00770, 0.48910)  0.37
H (1.70277, 5.58149, 1.78099)  0.31
H (-0.28947, 8.12461, 1.93754)  0.32
H (0.86837, 7.69958, 3.22670)  0.32
H (-0.86736, 7.77511, 3.57587)  0.31
C (-3.82717, -5.74900, -2.79231)  -1.03
C (-3.94860, -4.83021, -3.98240)  0.84
O (-3.31676, -3.79896, -4.05305)  -0.54
C (-4.89041, -5.25037, -5.08097)  -1.12
H (-3.11972, -5.32841, -2.08007)  0.24
H (-4.79653, -5.85677, -2.30374)  0.32
H (-3.46581, -6.72741, -3.11184)  0.34
H (-5.90495, -5.33690, -4.68938)  0.33
H (-4.57430, -6.20774, -5.49767)  0.34
H (-4.88082, -4.50258, -5.87095)  0.30